Entry 1:
The following is a DFT calculation (ωB97M-V/def2-TZVPD) of C5H7NO in the gas phase in a non-equilibrium geometry.

Last column: natural (NBO) charge in e.
Positions of all 14 atoms, in Å:
1 C 1.63120 -0.24564 1.10736  -0.64
2 C 0.54758 -0.20736 0.08053  -0.04
3 C -0.31754 -1.18974 -0.16821  -0.04
4 N -1.46583 -0.68492 -0.81166  -0.62
5 C -1.40519 0.68311 -0.94355  0.68
6 O -2.25319 1.39527 -1.44005  -0.60
7 C -0.06717 1.09368 -0.33478  -0.54
8 H 2.30025 0.62219 1.17013  0.22
9 H 2.23326 -1.16455 1.09352  0.22
10 H 0.93001 -0.22823 1.92020  0.23
11 H -0.24115 -2.24761 0.06616  0.21
12 H -2.25628 -1.22540 -1.11562  0.42
13 H -0.23042 1.85422 0.44973  0.25
14 H 0.59448 1.54500 -1.07376  0.25

Summary:
Multiplicity: 1
Energy relative to the best compared isomer or geometry (same formula, charge and spin) in kJ/mol: 48.6
SMILES: CC1=CNC(=O)C1
Electronic energy in eV: -8835.699
Frontier orbital gap in eV: 9.10

---

Entry 2:
The following is a DFT calculation (ωB97M-V/def2-TZVPD) of a molecular structure, C5H7NO.

Last column: natural (NBO) charge in e.
Positions of all 14 atoms, in Å:
1 O 0.10633 2.62126 -0.64703  -0.50
2 C -0.63188 1.80912 -0.13954  0.43
3 C -0.28765 0.31641 -0.16433  -0.19
4 C 1.16954 -0.06326 -0.39291  -0.23
5 N 0.63536 -1.34525 0.23129  -0.37
6 C -0.51377 -1.18647 -0.71989  -0.20
7 C -0.16590 -0.44874 1.16013  -0.24
8 H -1.42914 2.16014 0.55445  0.12
9 H 1.47813 -0.18232 -1.43703  0.19
10 H 1.92677 0.46058 0.19542  0.20
11 H -0.22689 -1.44993 -1.74659  0.20
12 H -1.38406 -1.77672 -0.40559  0.20
13 H -1.08097 -0.92097 1.53624  0.19
14 H 0.40414 0.00614 1.97541  0.19

Summary:
Multiplicity: 1
Energy relative to the best compared isomer or geometry (same formula, charge and spin) in kJ/mol: 382.7
Electronic energy in eV: -8832.236
Frontier orbital gap in eV: 9.80

---

Entry 3:
The following is a DFT calculation (ωB97M-V/def2-TZVPD) of a molecular structure, C5H7NO.

Last column: natural (NBO) charge in e.
Positions of all 14 atoms, in Å:
1 O -0.21584 1.68043 -2.16535  -0.50
2 C 0.54436 1.07229 -1.44982  0.44
3 C 0.10566 0.24302 -0.28367  -0.19
4 C 0.72283 0.09591 1.11804  -0.23
5 N -0.43857 -0.88576 1.18050  -0.35
6 C 0.00746 -1.29496 -0.21427  -0.22
7 C -1.23252 0.20199 0.46391  -0.22
8 H 1.64055 1.07598 -1.64116  0.11
9 H 1.70492 -0.37959 1.20928  0.19
10 H 0.62096 0.93856 1.80949  0.19
11 H 0.93694 -1.87297 -0.23243  0.19
12 H -0.77717 -1.77510 -0.80732  0.20
13 H -2.11094 -0.17487 -0.06734  0.20
14 H -1.48729 1.04973 1.10724  0.20

Summary:
Multiplicity: 1
Energy relative to the best compared isomer or geometry (same formula, charge and spin) in kJ/mol: 339.7
Electronic energy in eV: -8832.682
Frontier orbital gap in eV: 9.93

---

Entry 4:
The following is a DFT calculation (ωB97M-V/def2-TZVPD) of a molecular structure, C5H7NO2 in a non-equilibrium geometry.

Last column: natural (NBO) charge in e.
Positions of all 15 atoms, in Å:
1 C 1.82582 -0.27457 0.94212  -0.31
2 C 0.92265 0.28672 -1.09742  -0.07
3 C -0.36174 0.10092 -0.50896  0.20
4 C -1.31621 0.97594 0.08846  -0.12
5 C -2.31020 -0.91619 -0.12271  0.34
6 H 0.60305 -0.45943 1.27125  0.18
7 H 2.21613 -1.15713 1.50951  0.22
8 H 1.93621 0.85277 1.22264  0.20
9 H 0.86746 1.52559 -0.42487  0.14
10 H 1.14636 0.22703 -2.11028  0.23
11 H -1.14270 2.04884 0.01189  0.22
12 H -2.80401 -1.80338 -0.01090  0.19
13 N -2.61944 0.28336 0.15721  -0.43
14 O 1.98096 -0.50304 -0.51188  -0.52
15 O -0.94434 -1.18743 -0.41608  -0.46

Summary:
Multiplicity: 1
Energy relative to the best compared isomer or geometry (same formula, charge and spin) in kJ/mol: 452.6
Electronic energy in eV: -10878.927
Frontier orbital gap in eV: 10.12

---

Entry 5:
The following is a DFT calculation (ωB97M-V/def2-TZVPD) of C5H7NO2 in the gas phase in a non-equilibrium geometry.

Last column: natural (NBO) charge in e.
Positions of all 15 atoms, in Å:
1 C -0.33009 0.10787 1.68006  -0.68
2 C -0.41397 -1.03275 0.32625  0.65
3 C 0.13655 1.19822 0.92240  0.69
4 C 0.83415 -0.44120 -0.56213  -0.34
5 C 0.71259 -0.00754 -1.82071  -0.37
6 O -1.61616 -0.66008 -0.33790  -0.78
7 N 0.19173 2.32448 0.52981  -0.56
8 O -0.24431 -2.23089 0.62609  -0.73
9 H -2.01923 -1.48881 -0.62991  0.50
10 H 0.47745 2.66486 -0.37702  0.44
11 H 0.44045 -0.30043 2.32812  0.28
12 H -1.27392 0.27012 2.19689  0.29
13 H 1.80122 -0.75328 -0.17838  0.21
14 H -0.26127 0.24675 -2.22263  0.21
15 H 1.56482 0.10268 -2.48095  0.20

Summary:
Multiplicity: 1
Energy relative to the best compared isomer or geometry (same formula, charge and spin) in kJ/mol: 434.6
Electronic energy in eV: -10879.113
Frontier orbital gap in eV: 7.31

---

Entry 6:
The following is a DFT calculation (ωB97M-V/def2-TZVPD) of a molecular structure, C5H7NO2 in a non-equilibrium geometry.

Last column: natural (NBO) charge in e.
Positions of all 15 atoms, in Å:
1 C 0.97492 -0.66131 -0.00759  0.68
2 C 0.60501 1.71800 -0.18374  -0.24
3 C -0.65198 0.91808 0.35971  0.02
4 C -1.75439 -0.93372 -0.07065  -0.10
5 C -0.48646 -0.46143 0.62717  -0.28
6 H 2.62416 0.85182 -0.06197  0.41
7 H 0.51712 1.75156 -1.40581  0.23
8 H 0.79952 2.71790 0.36561  0.24
9 H -1.44539 1.01182 1.23876  0.20
10 H -2.60521 -1.09734 0.56236  0.20
11 H -1.45347 -1.56439 -0.93069  0.23
12 H -0.12846 -0.83828 1.80857  0.21
13 N 1.65666 0.58948 0.12415  -0.67
14 O 1.36558 -1.79162 -0.27237  -0.58
15 O -1.61902 0.48696 -0.57702  -0.54

Summary:
Multiplicity: 1
Energy relative to the best compared isomer or geometry (same formula, charge and spin) in kJ/mol: 447.6
Electronic energy in eV: -10878.979
Frontier orbital gap in eV: 9.86

---

Entry 7:
The following is a DFT calculation (ωB97M-V/def2-TZVPD) of C5H7NO2 in the gas phase in a non-equilibrium geometry.

Last column: natural (NBO) charge in e.
Positions of all 15 atoms, in Å:
1 C -0.69485 -1.53323 -0.28150  -0.70
2 C -0.34848 -0.35479 0.60119  0.56
3 C 1.49735 0.19213 -0.34663  0.35
4 C -0.79989 1.07899 -0.20431  -0.01
5 C 0.63791 1.23265 -0.45500  -0.35
6 O -1.35639 1.96543 0.69524  -0.70
7 N 2.46597 -0.47423 -0.69670  -0.59
8 O -0.41160 -0.33098 1.81579  -0.58
9 H -1.12076 1.64841 1.58752  0.49
10 H 2.90489 -1.06653 0.00372  0.38
11 H -1.43847 0.90188 -1.06635  0.19
12 H 1.04024 2.20659 -0.19831  0.26
13 H -0.36934 -1.37991 -1.30780  0.23
14 H -0.22853 -2.42867 0.12916  0.23
15 H -1.77806 -1.65773 -0.27602  0.25

Summary:
Multiplicity: 1
Energy relative to the best compared isomer or geometry (same formula, charge and spin) in kJ/mol: 343.6
SMILES: CC(=O)[C@@H](O)C=C=N
Electronic energy in eV: -10880.057
Frontier orbital gap in eV: 8.28

---

Entry 8:
The following is a DFT calculation (ωB97M-V/def2-TZVPD) of C5H7NO2 in the gas phase in a non-equilibrium geometry.

Last column: natural (NBO) charge in e.
Positions of all 15 atoms, in Å:
1 C 1.03232 -1.15031 -1.15435  -0.34
2 C -0.19148 -0.77392 -0.79192  -0.22
3 C -1.94061 0.00581 0.58558  -0.12
4 C -0.67164 0.14602 0.21401  0.02
5 C 0.31415 1.13808 0.86393  -0.66
6 N -2.86362 0.74756 1.52048  0.54
7 O -3.69217 0.08421 2.02621  -0.35
8 O -2.72011 1.91598 1.73226  -0.38
9 H 1.12833 -1.73640 -2.00930  0.20
10 H 1.96813 -0.68800 -0.78921  0.20
11 H -0.96502 -1.31531 -1.36920  0.20
12 H -2.42238 -0.74228 -0.03354  0.21
13 H 0.97845 1.55321 0.09159  0.22
14 H 0.97819 0.62836 1.59584  0.24
15 H -0.18613 2.00390 1.19500  0.25

Summary:
Multiplicity: 1
Energy relative to the best compared isomer or geometry (same formula, charge and spin) in kJ/mol: 448.3
SMILES: C=C/C(C)=C/[N+](=O)[O-]
Electronic energy in eV: -10878.971
Frontier orbital gap in eV: 9.42

---

Entry 9:
The following is a DFT calculation (ωB97M-V/def2-TZVPD) of C5H7NO2 in the gas phase in a non-equilibrium geometry.

Last column: natural (NBO) charge in e.
Positions of all 15 atoms, in Å:
1 C 1.51604 -0.62979 -2.03702  -0.74
2 C -0.52026 1.17570 1.84396  -0.71
3 N -1.49449 -0.70992 -0.46007  -0.01
4 C -0.25103 -0.22046 -0.32498  -0.15
5 C 0.12345 -0.49921 -1.59852  0.20
6 C 0.35520 0.66745 0.72773  0.55
7 O -1.93308 -1.21846 0.76236  -0.56
8 O 1.52611 0.97266 0.61284  -0.52
9 H -2.78370 -1.61862 0.53530  0.48
10 H 1.89506 0.40619 -2.02530  0.28
11 H 1.60933 -1.00682 -3.05609  0.22
12 H 2.16718 -1.17934 -1.34906  0.23
13 H -0.00041 1.97850 2.36531  0.24
14 H -1.48223 1.52114 1.46257  0.24
15 H -0.72717 0.36099 2.54095  0.25

Summary:
Multiplicity: 1
Energy relative to the best compared isomer or geometry (same formula, charge and spin) in kJ/mol: 564.7
Electronic energy in eV: -10877.765
Frontier orbital gap (spin up / spin down) in eV: 8.06 / 7.59

---

Entry 10:
The following is a DFT calculation (ωB97M-V/def2-TZVPD) of 2 unconnected molecules or ions with the total composition C5H7NO2 in a non-equilibrium geometry.

Last column: natural (NBO) charge in e.
Positions of all 15 atoms, in Å:
1 C 0.13790 1.50645 1.06057  -0.71
2 C 0.62568 0.05480 -0.99759  0.59
3 C 0.37948 0.06810 0.66241  0.51
4 N 1.27977 -1.07201 -1.33488  -0.82
5 C -1.80370 -0.74513 -0.45625  -0.13
6 C -1.61344 -0.90563 0.73845  -0.26
7 O 0.36063 0.97317 -1.74250  -0.63
8 O 1.10639 -0.69247 1.29117  -0.60
9 H 1.58147 -1.67430 -0.58232  0.42
10 H 1.58509 -1.21739 -2.28343  0.40
11 H -2.02601 -0.54208 -1.47094  0.25
12 H -1.82310 -1.31994 1.69401  0.26
13 H 0.13010 1.59683 2.14507  0.22
14 H -0.82059 1.82144 0.65265  0.24
15 H 0.90033 2.14815 0.62359  0.25

Summary:
Multiplicity: 1
Energy relative to the best compared isomer or geometry (same formula, charge and spin) in kJ/mol: 309.0
SMILES: CC(=O)C(N)=O.C#C
Electronic energy in eV: -10880.415
Frontier orbital gap in eV: 9.26

---

Entry 11:
The following is a DFT calculation (ωB97M-V/def2-TZVPD) of C5H7NO2 in the gas phase in a non-equilibrium geometry.

Last column: natural (NBO) charge in e.
Positions of all 15 atoms, in Å:
1 C 1.03551 -2.16772 0.18008  -0.71
2 C -1.52312 0.92363 0.85773  -0.63
3 C 0.54106 1.10866 -0.70751  0.74
4 C -0.04090 -1.29984 -0.19583  0.40
5 C -0.52932 0.36191 -0.10466  -0.12
6 O 1.66490 0.67709 -0.97902  -0.63
7 O 0.21541 2.40655 -0.98724  -0.68
8 N -1.01009 -0.90507 -0.82148  -0.32
9 H 1.02621 2.78958 -1.36268  0.49
10 H 1.40283 -2.70161 -0.70084  0.26
11 H 1.85513 -1.54614 0.55820  0.27
12 H 0.71356 -2.89007 0.93307  0.25
13 H -2.55054 0.73937 0.52578  0.22
14 H -1.38952 2.00432 0.94223  0.24
15 H -1.41113 0.49933 1.86216  0.21

Summary:
Multiplicity: 1
Energy relative to the best compared isomer or geometry (same formula, charge and spin) in kJ/mol: 218.9
SMILES: CC1=N[C@]1(C)C(=O)O
Electronic energy in eV: -10881.349
Frontier orbital gap in eV: 9.18

---

Entry 12:
The following is a DFT calculation (ωB97M-V/def2-TZVPD) of 2 unconnected molecules or ions with the total composition C5H7NO2 in a non-equilibrium geometry.

Last column: natural (NBO) charge in e.
Positions of all 15 atoms, in Å:
1 C 3.17873 1.43976 -1.20787  -0.67
2 C 3.02200 0.51385 -0.35797  0.25
3 C -0.87540 0.08268 -0.54400  -0.15
4 C -0.19028 -0.47065 0.49873  -0.09
5 C -0.78068 -1.31370 1.64199  -0.68
6 N -2.35668 0.07874 -0.49018  0.51
7 O -2.90939 0.40311 -1.51862  -0.37
8 O -2.83524 -0.08323 0.61262  -0.39
9 H 4.04258 1.90630 -1.66948  0.22
10 H 2.31244 1.96186 -1.60176  0.20
11 H 0.79087 -0.56233 0.14563  0.21
12 H -0.40991 0.38554 -1.42928  0.22
13 H -0.71063 -0.62337 2.48687  0.24
14 H -0.39330 -2.24340 1.92917  0.23
15 H -1.88509 -1.47515 1.50417  0.26

Summary:
Multiplicity: 3
Energy relative to the best compared isomer or geometry (same formula, charge and spin) in kJ/mol: 668.6
Electronic energy in eV: -10872.696
Frontier orbital gap (spin up / spin down) in eV: 8.57 / 7.56